The following is a DFT calculation (wB97M-V/def2-TZVPD) of a molecular structure, C30H88O26 at a distorted geometry.

* HOMO level: -7.50 eV
* HOMO-LUMO gap: 0.2498 Eh
* energy above the lowest of the compared OMol25 structures with the same formula, charge and spin: 78.581 eV
* calculated total energy: -3148.982819 hartree

Last column: Löwdin charge in e.
CARTESIAN COORDINATES (ANGSTROEM)
1 C 17.10252 29.18558 -22.63443  -0.005
2 C 18.43373 28.40469 -22.59435  -0.266
3 C 18.59614 27.50271 -21.35224  0.019
4 O 18.51332 27.61686 -23.74635  -0.086
5 H 16.24350 28.54143 -22.82223  0.100
6 H 17.09451 30.03644 -23.31566  0.112
7 H 16.88612 29.61945 -21.65820  0.073
8 H 19.29752 29.06798 -22.63921  0.074
9 H 17.73183 26.83973 -21.39126  0.059
10 H 18.51359 27.99141 -20.38143  0.107
11 H 19.54704 26.97257 -21.40556  0.073
12 H 18.50800 28.23544 -24.48045  -0.268
13 C 15.80362 27.15596 -19.86081  0.014
14 C 16.32593 28.11441 -18.75569  -0.297
15 C 17.32501 27.39602 -17.86864  -0.032
16 O 16.96404 29.28272 -19.20974  -0.051
17 H 15.33675 26.32217 -19.33648  0.121
18 H 16.61969 26.83726 -20.50932  0.053
19 H 15.00204 27.49056 -20.51929  0.068
20 H 15.41845 28.41714 -18.23327  0.138
21 H 18.27014 27.28552 -18.40027  0.077
22 H 16.97017 26.39943 -17.60598  0.105
23 H 17.44222 27.90794 -16.91350  0.129
24 H 16.44682 29.80794 -19.82474  -0.064
25 C 22.43133 27.32120 -21.33569  -0.250
26 C 21.40456 26.24144 -20.92742  -0.264
27 O 21.79636 24.97138 -21.33952  -0.039
28 O 23.68923 27.26908 -20.71186  0.011
29 H 21.93847 28.25936 -21.08063  0.113
30 H 22.65756 27.38712 -22.39992  0.079
31 H 20.45510 26.44734 -21.42160  0.072
32 H 21.30712 26.30687 -19.84376  0.078
33 H 22.29485 24.65561 -20.58229  0.134
34 H 23.77567 26.42326 -20.26609  0.078
35 C 13.83018 28.96492 -22.98240  -0.107
36 C 14.80770 29.98206 -23.59740  -0.137
37 O 14.87452 31.21208 -22.88202  -0.133
38 O 14.39668 28.21923 -21.92201  -0.086
39 H 13.61335 28.24015 -23.76712  0.145
40 H 12.86994 29.37903 -22.67488  0.132
41 H 14.56391 30.16419 -24.64406  0.155
42 H 15.81673 29.57396 -23.65570  0.061
43 H 14.03608 31.65024 -23.04522  0.158
44 H 14.78463 27.37959 -22.17910  0.112
45 C 17.42076 26.36063 -26.13525  -0.191
46 C 16.55763 27.62307 -26.01337  -0.247
47 O 15.23870 27.39592 -26.48797  -0.046
48 O 17.46752 26.00659 -27.48488  -0.015
49 H 17.03073 25.54115 -25.53157  0.093
50 H 18.39925 26.64288 -25.74671  0.120
51 H 16.89190 28.45396 -26.63465  0.146
52 H 16.74642 28.05318 -25.02977  0.078
53 H 15.32261 27.40673 -27.44423  0.082
54 H 16.71410 25.44309 -27.67574  0.093
55 C 19.28940 24.71172 -20.35623  -0.134
56 C 19.22940 25.71657 -19.24350  -0.229
57 O 18.03876 25.58358 -18.47101  -0.127
58 O 18.36594 24.97737 -21.38762  -0.131
59 H 19.14964 23.75839 -19.84659  0.141
60 H 20.28677 24.82258 -20.78177  0.083
61 H 19.20670 26.71893 -19.67111  0.060
62 H 20.13122 25.57420 -18.64806  0.137
63 H 17.30161 25.85759 -19.02159  0.043
64 H 17.45802 25.04014 -21.08211  0.099
65 C 20.99153 28.94670 -22.48729  -0.219
66 C 20.75330 30.43403 -22.18840  -0.177
67 O 20.92283 31.31954 -23.23762  -0.079
68 O 22.35535 28.78260 -22.58843  -0.138
69 H 20.48802 28.67991 -23.41648  0.122
70 H 20.62147 28.31238 -21.68182  0.124
71 H 21.31569 30.84097 -21.34804  0.165
72 H 19.68467 30.44321 -21.97382  0.055
73 H 20.73827 32.17177 -22.83606  0.056
74 H 22.70598 29.24262 -23.35461  0.145
75 C 21.97445 26.68958 -24.27928  -0.179
76 C 20.42314 26.78754 -24.25944  -0.168
77 O 20.00465 26.95690 -22.96971  -0.274
78 O 22.35458 25.50318 -23.64042  -0.030
79 H 22.40393 27.56951 -23.80036  0.086
80 H 22.25279 26.75274 -25.33125  0.127
81 H 19.95079 25.92812 -24.73523  0.143
82 H 20.13701 27.73227 -24.72174  0.090
83 H 19.13387 27.35743 -22.91572  -0.199
84 H 22.10704 25.55662 -22.71442  0.004
85 C 18.62301 30.60295 -20.68235  -0.168
86 C 19.40091 30.12808 -19.44273  -0.072
87 O 18.91013 28.87801 -18.98032  -0.185
88 O 17.35429 31.01408 -20.23691  -0.037
89 H 18.51585 29.83359 -21.44701  0.104
90 H 19.08031 31.48911 -21.12245  0.091
91 H 19.32299 30.88305 -18.66040  0.174
92 H 20.46323 30.10962 -19.68612  0.122
93 H 17.95677 28.94013 -18.88626  -0.136
94 H 16.87998 31.21012 -21.04820  -0.318
95 C 16.79438 32.17043 -22.69761  -0.043
96 C 18.16198 32.82714 -22.35268  -0.072
97 O 19.21115 32.26366 -23.06543  -0.062
98 O 16.62626 31.00340 -21.90573  -0.134
99 H 16.70112 32.01183 -23.77198  0.149
100 H 16.04252 32.88444 -22.36145  0.154
101 H 18.44590 32.68904 -21.30941  0.130
102 H 18.18886 33.89722 -22.55833  0.152
103 H 20.02836 32.44206 -22.59434  0.075
104 H 15.69603 30.79184 -22.01298  -0.018
105 C 14.74125 29.87797 -19.81665  -0.087
106 C 13.94489 31.03522 -20.52181  -0.163
107 O 13.24407 31.76496 -19.53118  -0.028
108 O 15.75027 29.47243 -20.70956  -0.211
109 H 14.00229 29.13279 -19.52212  0.150
110 H 15.24514 30.17713 -18.89758  0.162
111 H 13.19611 30.62746 -21.20090  0.108
112 H 14.61155 31.69888 -21.07247  0.119
113 H 12.95361 32.59858 -19.90842  0.089
114 H 15.30065 29.14890 -21.49363  -0.002
115 C 16.63310 25.73005 -23.05486  -0.196
116 C 17.93900 25.10951 -23.44045  -0.226
117 O 17.76957 24.34382 -24.63222  -0.096
118 O 15.57985 24.74969 -22.84098  -0.027
119 H 16.36512 26.38254 -23.88585  0.110
120 H 16.87088 26.35724 -22.19568  0.064
121 H 18.24512 24.40499 -22.66712  0.099
122 H 18.75438 25.80843 -23.62692  0.099
123 H 18.36428 23.61836 -24.42820  0.111
124 H 15.45772 24.28694 -23.67317  0.084
125 C 21.13169 28.81342 -17.87131  -0.228
126 C 20.75681 27.50538 -18.59366  -0.148
127 O 20.29007 27.73632 -19.92296  -0.333
128 O 20.06669 29.43340 -17.32520  -0.061
129 H 21.60361 29.57123 -18.49670  0.115
130 H 21.87286 28.63296 -17.09273  0.129
131 H 19.97324 27.04763 -17.98986  0.127
132 H 21.62865 26.85307 -18.64360  0.135
133 H 19.46568 28.22824 -19.92426  -0.061
134 H 19.46960 29.57771 -18.06294  -0.076
135 C 19.07153 29.39858 -25.57171  -0.074
136 C 19.50651 30.45207 -24.54243  -0.175
137 O 18.56215 31.49495 -24.64668  -0.038
138 O 17.99470 28.62993 -25.17608  -0.113
139 H 19.91971 28.71816 -25.64732  0.131
140 H 18.91188 29.76053 -26.58739  0.158
141 H 20.48133 30.87447 -24.78616  0.155
142 H 19.32343 30.00042 -23.56744  0.089
143 H 18.56793 31.98978 -23.82406  -0.204
144 H 17.24222 29.22602 -25.18293  0.139